C24H29N3O4S in the gas phase. Source: OMol25; level of theory: the ωB97M-V functional and the def2-TZVPD basis.

```
! wB97M-V def2-TZVPD RIJCOSX def2/J DEFGRID3
* xyz 0 1
C -4.1462 -3.9656 4.2683
C -3.2729 -2.9449 3.6075
C -3.8423 -1.9114 2.8717
C -3.0558 -0.9527 2.2584
C -1.6846 -1.0402 2.3864
C -1.0960 -2.0572 3.1097
C -1.8797 -3.0209 3.7306
C -1.2384 -4.1192 4.5196
H -0.1570 -4.0194 4.5030
H -1.5056 -5.0931 4.1108
H -1.5748 -4.0926 5.5553
H -0.0193 -2.0769 3.1819
S -0.6762 0.1987 1.5915
O 0.7098 -0.0282 1.9000
O -1.2148 1.4972 1.8702
N -0.9829 -0.1204 -0.0424
C -0.4935 -1.4270 -0.4428
C -0.8367 -1.6506 -1.9219
N -0.3351 -0.6191 -2.8075
C -0.7361 0.6916 -2.3295
C -0.3967 0.9261 -0.8592
H -0.8014 1.8765 -0.5107
H 0.6919 0.9451 -0.7201
H -0.2717 1.4747 -2.9290
H -1.8219 0.7529 -2.4544
C 1.0263 -0.7738 -3.2860
C 1.3018 0.1427 -4.4816
C 2.2800 1.1787 -3.9732
O 2.6545 2.1743 -4.5333
N 2.7390 0.7536 -2.7426
C 2.1611 -0.4172 -2.3106
O 2.5294 -1.0540 -1.3571
C 3.8482 1.3914 -2.0539
H 4.1729 2.2191 -2.6875
C 3.4969 1.8650 -0.6441
C 2.3903 2.8849 -0.5389
C 1.7198 2.9998 0.6765
C 0.6997 3.9173 0.8411
C 0.3325 4.7392 -0.2121
C 0.9967 4.6378 -1.4210
C 2.0221 3.7203 -1.5848
H 2.5204 3.6678 -2.5404
H 0.7192 5.2758 -2.2480
H -0.4688 5.4533 -0.0908
H 0.1789 3.9709 1.7841
H 1.9809 2.3426 1.4927
H 3.2293 0.9969 -0.0363
H 4.4084 2.2910 -0.2125
H 4.6596 0.6592 -1.9810
H 0.3991 0.6012 -4.8806
H 1.7845 -0.3968 -5.2986
H 1.1359 -1.8309 -3.5518
H -0.4548 -2.6204 -2.2445
H -1.9270 -1.6490 -2.0250
H -0.9970 -2.1752 0.1733
H 0.5883 -1.5041 -0.2774
H -3.4787 -0.1388 1.6932
H -4.9175 -1.8568 2.7828
H -3.9906 -3.9595 5.3464
H -5.1951 -3.7647 4.0687
H -3.9083 -4.9654 3.9074
*
```

Summary:
Gap between HOMO and LUMO (eV): 9.236
SMILES string: Cc1ccc(S(=O)(=O)N2CCN([C@H]3CC(=O)N(CCc4ccccc4)C3=O)CC2)cc1C
E (Ha): -1795.40468
HOMO energy (eV): -8.602